Computed, not measured: 2 unconnected molecules or ions with the total composition C2H4Cl2O at a distorted geometry, with the ωB97M-V functional and the def2-TZVPD basis.

```
9
Properties=species:S:1:pos:R:3:forces:R:3
C 1.963572 0.050549 0.226536 2.10 -0.73 -0.07
C -1.823059 0.699242 -0.568194 1.05 0.62 -0.90
O -2.024923 -0.388527 -1.202145 -2.17 -2.71 1.27
Cl 0.943260 -0.594446 1.497739 -0.51 -0.47 1.03
Cl -2.808133 1.009775 0.788497 -0.67 -0.45 0.57
H 1.254452 0.700603 -0.308846 1.10 0.04 -0.18
H 2.300629 -0.878095 -0.373319 -0.49 1.88 0.65
H 2.920500 0.532367 0.743498 -2.28 -0.71 -1.46
H -2.726299 -1.131467 -0.803766 1.88 2.52 -0.93
```
Forces are in eV/Å.

E = -1074.11916 hartree
HOMO energy = -9.297 eV
LUMO energy = 0.422 eV
Frontier orbital gap = 9.72 eV